{
  "formula": "C55H89InN11",
  "method": "the ωB97M-V functional and the def2-TZVPD basis",
  "multiplicity": 1,
  "lumo_ev": 1.90,
  "gap_ha": 0.234,
  "homo_ev": -4.46,
  "charge": -1,
  "species": ["C", "C", "C", "In", "C", "N", "C", "C", "C", "C", "N", "C", "C", "C", "C", "C", "C", "C", "C", "C", "C", "C", "H", "H", "H", "H", "H", "H", "H", "H", "H", "H", "H", "H", "H", "H", "H", "H", "H", "H", "H", "H", "H", "H", "H", "H", "H", "H", "C", "C", "C", "C", "N", "H", "H", "H", "H", "H", "H", "H", "C", "C", "C", "C", "N", "H", "H", "H", "H", "H", "H", "H", "C", "C", "C", "C", "N", "H", "H", "H", "H", "H", "H", "H", "C", "C", "C", "C", "N", "H", "H", "H", "H", "H", "H", "H", "C", "C", "C", "C", "N", "H", "H", "H", "H", "H", "H", "H", "C", "C", "C", "C", "N", "H", "H", "H", "H", "H", "H", "H", "C", "C", "C", "C", "N", "H", "H", "H", "H", "H", "H", "H", "C", "C", "C", "C", "N", "H", "H", "H", "H", "H", "H", "H", "C", "C", "C", "C", "N", "H", "H", "H", "H", "H", "H", "H"],
  "coordinates": [[-0.0243, -1.3072, 1.2381], [-0.6829, -1.5231, 0.2424], [-1.5380, -1.5292, -0.9810], [-1.4247, 0.5819, -1.8454], [-2.3525, 1.9160, -0.2940], [-3.3161, 1.0733, 0.5150], [-2.4246, 0.6244, -3.8571], [-3.9782, 0.5579, -3.8458], [-4.6708, 1.5062, -2.8120], [-5.9499, 2.1212, -3.4836], [-7.0604, 2.3170, -2.5433], [-6.9855, 2.6607, -1.2290], [-8.2977, 2.7420, -0.7630], [-9.1763, 2.4716, -1.8729], [-8.3438, 2.1995, -2.9598], [0.7774, 0.9532, -2.1972], [1.1837, 2.4184, -2.2904], [0.3088, 3.4949, -2.4996], [0.8566, 4.7911, -2.6000], [2.2204, 5.0560, -2.4981], [3.1097, 3.9850, -2.2472], [2.5711, 2.7056, -2.1537], [0.5752, -1.0248, 2.0887], [-1.0201, -2.1947, -1.6967], [-2.5787, -1.8277, -0.7797], [-1.5975, 2.2583, 0.4436], [-2.8391, 2.8223, -0.6971], [-3.7960, 0.4496, -0.1323], [-2.7207, 0.4413, 1.0520], [-2.0779, -0.2867, -4.3972], [-2.0273, 1.4769, -4.4446], [-4.3197, 0.8949, -4.8542], [-4.3889, -0.4606, -3.7237], [-5.0039, 0.9082, -1.9481], [-4.0046, 2.3404, -2.5554], [-5.6685, 3.1258, -3.8598], [-6.2864, 1.5405, -4.3569], [-6.0390, 2.8201, -0.7142], [-8.5649, 2.9820, 0.2662], [-10.2674, 2.4688, -1.8704], [-8.7028, 1.9404, -3.9548], [1.0277, 0.4929, -3.1833], [1.4215, 0.4234, -1.4647], [-0.7662, 3.3112, -2.5903], [0.2089, 5.6576, -2.7909], [2.6472, 6.0600, -2.5938], [4.1887, 4.1641, -2.1639], [3.2743, 1.8665, -1.9576], [-3.1237, -1.9852, 3.3663], [-2.3057, -3.2568, 3.1737], [-3.0953, -4.5267, 3.5013], [-3.5202, -4.5004, 4.9132], [-3.8134, -4.4776, 6.0255], [-3.4322, -1.8600, 4.4074], [-2.5307, -1.1110, 3.0945], [-4.0197, -1.9955, 2.7406], [-1.4136, -3.2041, 3.8027], [-1.9648, -3.3047, 2.1376], [-2.4746, -5.4091, 3.3366], [-3.9761, -4.6091, 2.8632], [-3.9410, -4.9300, -1.9012], [-3.9623, -5.4470, -0.4675], [-5.2557, -5.0936, 0.2764], [-5.4157, -3.6284, 0.3459], [-5.5349, -2.4860, 0.4035], [-3.9897, -3.8403, -1.9354], [-3.0175, -5.2286, -2.3981], [-4.7811, -5.3305, -2.4749], [-3.1036, -5.0364, 0.0701], [-3.8455, -6.5333, -0.4776], [-5.2285, -5.4946, 1.2904], [-6.1219, -5.5207, -0.2319], [7.1677, 2.9761, 1.4618], [5.6766, 3.2678, 1.5933], [4.8097, 2.0087, 1.4981], [4.9988, 1.3544, 0.1895], [5.1409, 0.8559, -0.8375], [7.4080, 2.5487, 0.4855], [7.7458, 3.8953, 1.5646], [7.5005, 2.2783, 2.2350], [5.3826, 3.9756, 0.8153], [5.4920, 3.7521, 2.5542], [3.7561, 2.2680, 1.6107], [5.0702, 1.3012, 2.2882], [3.9416, -3.5075, -4.1150], [3.0538, -2.3048, -3.8114], [2.4513, -2.3486, -2.4056], [1.6094, -3.5518, -2.2488], [0.9525, -4.4888, -2.1276], [3.3763, -4.4411, -4.0856], [4.3722, -3.4199, -5.1140], [4.7624, -3.5800, -3.3969], [2.2534, -2.2565, -4.5533], [3.6427, -1.3911, -3.9148], [1.8399, -1.4629, -2.2339], [3.2409, -2.3667, -1.6517], [4.3724, -4.9967, 1.5392], [3.2659, -4.2375, 0.8180], [3.3140, -2.7339, 1.1079], [3.1381, -2.4970, 2.5607], [3.0056, -2.3186, 3.6902], [4.2786, -4.9143, 2.6241], [4.3340, -6.0594, 1.2913], [5.3507, -4.6122, 1.2449], [2.2949, -4.6414, 1.1130], [3.3639, -4.3990, -0.2575], [2.5192, -2.2173, 0.5650], [4.2712, -2.3144, 0.7916], [-5.6966, 3.9649, 5.2759], [-5.5827, 3.1422, 3.9964], [-4.2870, 2.3301, 3.9213], [-3.1211, 3.2345, 3.9553], [-2.2120, 3.9391, 3.9827], [-4.9003, 4.7082, 5.3467], [-6.6461, 4.5029, 5.2992], [-5.6482, 3.3242, 6.1599], [-5.6468, 3.8120, 3.1362], [-6.4324, 2.4588, 3.9355], [-4.2596, 1.7508, 2.9938], [-4.2212, 1.6336, 4.7598], [9.7764, -1.7409, -0.9154], [8.8406, -0.5739, -0.6185], [8.2763, -0.6098, 0.8042], [7.4962, -1.8437, 1.0150], [6.8805, -2.8024, 1.1712], [9.2571, -2.6985, -0.8479], [10.1761, -1.6590, -1.9270], [10.6180, -1.7568, -0.2184], [8.0201, -0.5822, -1.3393], [9.3830, 0.3636, -0.7607], [7.6260, 0.2494, 0.9709], [9.0830, -0.5720, 1.5389], [1.1884, 7.2080, -6.9950], [0.2876, 8.4024, -6.6981], [-0.3184, 8.3544, -5.2926], [-1.1466, 7.1440, -5.1348], [-1.7953, 6.2031, -5.0220], [0.6330, 6.2695, -6.9643], [1.6207, 7.2973, -7.9929], [2.0072, 7.1454, -6.2749], [-0.5111, 8.4403, -7.4426], [0.8678, 9.3223, -6.8028], [-0.9423, 9.2323, -5.1199], [0.4691, 8.3450, -4.5367], [0.1610, -4.5001, 6.6013], [0.8704, -3.7214, 7.7015], [2.3973, -3.8033, 7.5982], [2.8452, -5.2055, 7.7139], [3.1925, -6.2981, 7.8083], [0.3852, -5.5673, 6.6559], [-0.9206, -4.3908, 6.6944], [0.4560, -4.1366, 5.6137], [0.5449, -4.1002, 8.6736], [0.5676, -2.6736, 7.6483], [2.8609, -3.2206, 8.3954], [2.7380, -3.4005, 6.6419]]
}

{
  "formula": "C56H110Cl6N6O6",
  "method": "the ωB97M-V functional and the def2-TZVPD basis",
  "multiplicity": 8,
  "lumo_ev": [-2.17, -7.24],
  "gap_ha": [0.312, 0.151],
  "s_squared": 15.786,
  "homo_ev": [-10.65, -11.36],
  "charge": 1,
  "species": ["C", "Cl", "Cl", "Cl", "H", "C", "Cl", "Cl", "Cl", "H", "C", "C", "C", "C", "C", "C", "N", "O", "C", "C", "C", "H", "H", "H", "H", "H", "H", "H", "H", "H", "H", "H", "H", "H", "H", "H", "H", "H", "H", "C", "C", "C", "C", "C", "C", "N", "O", "C", "C", "C", "H", "H", "H", "H", "H", "H", "H", "H", "H", "H", "H", "H", "H", "H", "H", "H", "H", "H", "C", "C", "C", "C", "C", "C", "N", "O", "C", "C", "C", "H", "H", "H", "H", "H", "H", "H", "H", "H", "H", "H", "H", "H", "H", "H", "H", "H", "H", "C", "C", "C", "C", "C", "C", "N", "O", "C", "C", "C", "H", "H", "H", "H", "H", "H", "H", "H", "H", "H", "H", "H", "H", "H", "H", "H", "H", "H", "C", "C", "C", "C", "C", "C", "N", "O", "C", "C", "C", "H", "H", "H", "H", "H", "H", "H", "H", "H", "H", "H", "H", "H", "H", "H", "H", "H", "H", "C", "C", "C", "C", "C", "C", "N", "O", "C", "C", "C", "H", "H", "H", "H", "H", "H", "H", "H", "H", "H", "H", "H", "H", "H", "H", "H", "H", "H"],
  "coordinates": [[-4.4686, 3.7927, -0.3914], [-4.8737, 2.7342, -1.7887], [-5.1416, 5.4274, -0.5946], [-2.7159, 3.9012, -0.1961], [-4.8048, 3.2896, 0.5152], [-1.2380, 4.7850, 4.2800], [0.5281, 4.5632, 3.8108], [-1.4860, 5.6457, 5.8386], [-2.1172, 3.2304, 4.4057], [-1.7400, 5.4665, 3.5932], [4.6556, -1.9386, 1.3684], [4.5728, -3.5135, 1.6200], [3.8537, -4.1077, 0.3786], [3.9151, -5.6407, 0.2452], [5.2959, -6.1784, 0.3789], [6.0483, -5.6796, 1.5830], [5.9363, -4.1877, 1.6380], [6.7549, -3.6322, 2.7767], [5.3492, -6.4326, 2.8164], [7.4698, -6.0795, 1.3669], [3.5718, -3.6557, 2.7314], [3.7404, -1.4708, 1.0054], [5.4556, -1.7451, 0.6538], [5.0773, -1.4530, 2.2484], [2.7762, -3.9740, 0.4755], [4.1619, -3.6765, -0.5738], [3.4473, -6.0693, -0.6412], [3.3831, -6.0278, 1.1142], [5.7858, -5.9754, -0.5734], [5.1209, -7.2526, 0.4375], [5.8289, -7.4060, 2.9191], [5.6747, -5.9486, 3.7372], [4.2743, -6.6061, 2.8677], [7.5231, -7.1158, 1.0329], [7.9618, -5.5790, 0.5329], [8.0847, -6.1233, 2.2658], [2.8113, -2.8756, 2.6972], [4.0136, -3.5752, 3.7246], [3.0520, -4.6121, 2.6750], [4.4366, -1.4524, -3.5995], [3.0785, -2.2063, -3.9007], [2.3870, -2.2662, -2.5199], [0.9294, -2.8274, -2.4589], [0.1071, -1.8441, -3.3178], [0.5704, -1.6002, -4.8070], [2.1451, -1.4172, -4.8199], [2.6908, -1.0865, -6.1775], [0.1423, -2.8549, -5.6017], [-0.1995, -0.3857, -5.3247], [3.5968, -3.4989, -4.4969], [4.2972, -0.4562, -3.1796], [4.9070, -1.0578, -4.5001], [5.2628, -1.9518, -3.0934], [2.9258, -2.8950, -1.8110], [2.4854, -1.2215, -2.2251], [0.4954, -2.7219, -1.4647], [0.8656, -3.8523, -2.8243], [0.1007, -0.8487, -2.8738], [-0.9412, -2.1425, -3.3052], [0.5167, -2.8910, -6.6247], [0.3967, -3.7750, -5.0756], [-0.9137, -2.9013, -5.8680], [0.2862, 0.5200, -4.9615], [-0.1815, -0.1712, -6.3933], [-1.2261, -0.3656, -4.9589], [4.3185, -3.9841, -3.8398], [4.0575, -3.4643, -5.4842], [2.7763, -4.2158, -4.4672], [-0.0102, 1.8557, 1.5291], [0.2037, 0.4922, 0.8725], [0.6572, -0.3769, 2.0778], [-0.4422, -0.7661, 2.9967], [-1.6008, -1.4052, 2.2711], [-2.1590, -0.6596, 1.0630], [-1.0571, 0.0054, 0.2424], [-1.4684, 0.7120, -0.9781], [-2.8991, -1.7302, 0.2325], [-3.2735, 0.2619, 1.4976], [1.3467, 0.5011, -0.1300], [0.9366, 2.3500, 1.7467], [-0.4146, 1.8153, 2.5405], [-0.5382, 2.4991, 0.8254], [1.1713, -1.2755, 1.7367], [1.3466, 0.1999, 2.6944], [-0.7893, 0.0847, 3.5829], [-0.1047, -1.4344, 3.7889], [-2.3790, -1.5522, 3.0201], [-1.1896, -2.3155, 1.8351], [-2.2058, -2.2477, -0.4306], [-3.3847, -2.4392, 0.9030], [-3.6365, -1.3175, -0.4559], [-2.9411, 1.0531, 2.1696], [-3.7647, 0.7683, 0.6667], [-4.1933, -0.0724, 1.9775], [1.4828, -0.4739, -0.5978], [2.3517, 0.6913, 0.2467], [1.1243, 1.2193, -0.9192], [-8.1916, 3.0304, 0.7181], [-8.7252, 1.6488, 0.0354], [-9.3266, 2.1381, -1.3267], [-9.8551, 0.9929, -2.1814], [-8.6434, -0.0085, -2.3986], [-7.8826, -0.3869, -1.1202], [-7.6415, 0.7342, -0.1984], [-6.7104, 0.4637, 0.9292], [-8.5935, -1.5413, -0.3839], [-6.5689, -1.0186, -1.8080], [-9.8643, 1.1154, 0.9659], [-7.3264, 3.5007, 0.2506], [-7.8644, 3.0076, 1.7576], [-9.0163, 3.7379, 0.6327], [-10.1511, 2.8170, -1.1092], [-8.5733, 2.7200, -1.8578], [-10.0465, 1.3755, -3.1839], [-10.8090, 0.5638, -1.8746], [-7.9891, 0.4020, -3.1676], [-9.2022, -0.8155, -2.8727], [-8.2035, -1.9068, 0.5660], [-9.6016, -1.1556, -0.2317], [-8.5055, -2.4380, -0.9973], [-6.0119, -0.2696, -2.3709], [-5.7861, -1.5294, -1.2472], [-6.9762, -1.6088, -2.6288], [-10.3390, 1.9343, 1.5063], [-9.3651, 0.6769, 1.8300], [-10.6615, 0.5160, 0.5262], [4.8117, 2.1159, 6.5860], [4.4015, 1.5118, 5.2472], [5.5993, 0.7349, 4.8301], [5.6623, -0.6990, 5.5436], [4.3204, -1.4369, 5.5543], [3.2405, -0.6859, 6.2333], [3.1958, 0.6067, 5.4340], [1.9357, 1.3370, 5.6944], [2.0775, -1.6380, 6.0431], [3.5044, -0.6298, 7.7576], [4.1252, 2.5776, 4.1092], [4.0111, 2.1622, 7.3242], [4.9847, 3.1869, 6.4805], [5.7063, 1.7254, 7.0712], [5.6491, 0.6805, 3.7426], [6.5065, 1.2927, 5.0623], [6.0233, -0.7217, 6.5718], [6.4722, -1.3039, 5.1359], [4.4767, -2.4640, 5.8838], [4.0225, -1.5037, 4.5079], [1.1878, -1.3982, 6.6252], [1.7423, -1.7756, 5.0151], [2.3499, -2.6080, 6.4589], [3.6466, -1.5683, 8.2934], [4.3198, 0.0306, 8.0530], [2.6710, -0.1909, 8.3062], [3.1511, 2.4046, 3.6516], [4.9343, 2.6854, 3.3869], [3.9703, 3.5835, 4.4995], [-1.4586, 3.2304, -5.9830], [-0.5354, 4.4442, -5.7221], [-1.4440, 5.6997, -5.3408], [-1.8385, 5.8044, -3.8228], [-0.6114, 5.6069, -3.0587], [0.3834, 4.4058, -3.3790], [0.5713, 4.1912, -4.8297], [1.4503, 3.0165, -5.1444], [1.7081, 4.9437, -2.7379], [-0.0066, 3.1634, -2.4767], [-0.0592, 4.8022, -7.1119], [-1.6512, 2.6852, -5.0590], [-0.9164, 2.4760, -6.5530], [-2.4232, 3.4273, -6.4509], [-1.1281, 6.6583, -5.7524], [-2.4715, 5.5805, -5.6845], [-2.5798, 5.0334, -3.6131], [-2.2341, 6.7646, -3.4920], [-0.8621, 5.5329, -2.0005], [-0.0601, 6.5364, -2.9164], [2.5136, 4.2152, -2.8302], [2.0053, 5.8597, -3.2484], [1.5556, 5.1301, -1.6748], [-1.0656, 2.9461, -2.6158], [0.4234, 2.1887, -2.7075], [0.2289, 3.2738, -1.4182], [0.4893, 3.9883, -7.5861], [0.6437, 5.6238, -6.9738], [-0.9173, 5.1535, -7.6848]]
}

Calculated values (eV) of E_tot for the records, taken in order: -80040.1034; -156187.4916.